1.
A molecular structure, C45H59AsClN7O3Pt, computed with wB97M-V/def2-TZVPD.

The geometry in XYZ format:
```
117
Properties=species:S:1:pos:R:3:mulliken_charge:R:1
Pt 1.61 -0.08 0.53 1.89
C -1.76 -3.37 0.06 -1.66
N -0.80 -3.46 1.16 0.16
C -0.23 -4.78 1.41 -0.70
C 0.98 -4.46 2.26 -0.67
N 1.29 -3.09 1.88 0.52
C 2.21 -2.39 2.74 -0.86
C 0.18 -2.51 1.33 0.02
N 0.04 -1.25 1.04 -0.15
C -1.32 -0.69 1.11 -0.32
C -1.34 0.79 1.53 -1.51
N -0.91 1.60 0.43 0.70
C -1.50 2.62 -0.06 -0.73
N -0.97 3.27 -1.15 0.44
C 0.42 3.06 -1.51 -0.30
C -1.66 4.50 -1.43 -0.52
C -3.00 4.25 -0.77 -0.87
N -2.67 3.31 0.30 0.46
C -3.80 2.65 0.91 -1.24
H -1.95 -4.38 -0.31 0.43
H -1.35 -2.78 -0.76 0.87
H -2.70 -2.94 0.38 0.27
H 0.06 -5.24 0.46 0.40
H -0.94 -5.44 1.91 0.39
H 1.83 -5.12 2.06 0.33
H 0.75 -4.51 3.33 0.43
H 3.11 -3.00 2.84 0.31
H 1.78 -2.23 3.74 0.35
H 2.49 -1.43 2.31 0.13
H -1.89 -1.27 1.84 0.98
H -1.83 -0.76 0.14 -0.07
H -0.66 0.92 2.38 -0.15
H -2.35 0.99 1.89 0.41
H 0.55 2.18 -2.15 0.05
H 1.03 2.92 -0.62 -0.45
H 0.77 3.94 -2.06 0.54
H -1.75 4.68 -2.50 0.41
H -1.16 5.37 -0.98 0.26
H -3.70 3.79 -1.48 0.39
H -3.45 5.15 -0.36 0.42
H -4.68 3.29 0.78 0.47
H -3.67 2.52 1.99 0.30
H -4.02 1.68 0.46 0.36
C 1.55 3.64 5.67 -1.42
C 1.20 4.16 4.31 1.01
C 0.06 4.89 4.07 -0.81
C -0.24 5.35 2.80 0.38
Cl -1.69 6.30 2.55 -0.26
C 0.59 5.07 1.74 -0.86
C 1.74 4.33 1.95 -0.51
C 2.05 3.89 3.23 0.45
O 3.18 3.17 3.53 -0.50
C 3.87 2.57 2.46 -0.86
C 2.99 1.58 1.73 0.79
O 3.27 1.24 0.54 -0.99
O 1.99 1.06 2.30 -0.78
H 0.77 3.89 6.39 0.41
H 2.49 4.06 6.03 0.31
H 1.67 2.56 5.65 0.24
H -0.62 5.12 4.89 0.39
H 0.36 5.43 0.74 0.45
H 2.38 4.11 1.11 0.42
H 4.70 2.02 2.91 0.42
H 4.28 3.29 1.76 0.36
C 0.88 2.13 -6.97 -1.75
C 1.52 1.35 -5.85 0.52
C 2.12 1.99 -4.77 -0.68
C 2.71 1.28 -3.73 -0.33
C 3.37 2.09 -2.64 -1.68
C 2.70 -0.13 -3.74 1.01
As 3.36 -0.91 -2.04 1.14
N 1.71 -1.06 -1.22 -0.53
C 0.56 -1.41 -1.93 2.44
C -0.54 -0.55 -1.98 -0.05
C -1.68 -0.88 -2.70 -0.67
C -1.77 -2.09 -3.39 -1.47
C -0.68 -2.95 -3.34 -0.98
C 0.46 -2.63 -2.63 -0.55
C 4.04 -2.70 -2.54 -1.02
C 3.79 -3.86 -1.81 0.63
C 2.96 -3.87 -0.55 -1.05
C 4.38 -5.06 -2.20 -0.69
C 5.26 -5.14 -3.27 0.60
C 5.88 -6.45 -3.69 -1.59
C 5.57 -3.96 -3.93 -0.90
C 5.00 -2.74 -3.58 1.13
C 5.44 -1.51 -4.32 -1.71
C 2.15 -0.79 -4.85 2.10
C 2.18 -2.28 -5.10 -2.04
C 1.56 -0.03 -5.87 -1.17
H 0.66 3.15 -6.66 0.38
H -0.05 1.66 -7.29 0.39
H 1.55 2.18 -7.84 0.31
H 2.13 3.07 -4.74 0.32
H 3.25 3.15 -2.85 0.49
H 4.44 1.87 -2.58 0.30
H 2.97 1.88 -1.65 0.11
H -0.49 0.39 -1.44 -0.42
H -2.51 -0.18 -2.72 0.51
H -2.66 -2.34 -3.95 0.38
H -0.72 -3.90 -3.87 0.47
H 1.30 -3.31 -2.61 0.17
H 3.00 -2.92 -0.03 -0.22
H 3.33 -4.66 0.12 0.64
H 1.90 -4.07 -0.75 0.10
H 4.17 -5.96 -1.62 0.36
H 5.58 -7.26 -3.02 0.34
H 6.97 -6.38 -3.68 0.36
H 5.57 -6.71 -4.70 0.32
H 6.30 -3.97 -4.73 0.41
H 6.37 -1.71 -4.85 0.56
H 5.62 -0.67 -3.63 0.32
H 4.70 -1.17 -5.04 0.25
H 2.56 -2.85 -4.26 -0.26
H 2.82 -2.49 -5.96 0.58
H 1.18 -2.64 -5.33 0.57
H 1.13 -0.56 -6.72 0.43
```

Output
Multiplicity ... 1
HOMO-LUMO gap ... 7.2 eV
Energy relative to the best compared isomer or geometry (same formula, charge and spin) ... 0.00 kcal/mol
Net charge ... 0
Molecular weight ... 1051.5 g mol⁻¹

---

2.
A molecular structure, C45H60BBr2CsN8O8, computed with wB97M-V/def2-TZVPD.

The geometry in XYZ format:
```
125
Properties=species:S:1:pos:R:3:mulliken_charge:R:1
Cs 4.26 23.73 9.46 0.98
C 2.48 20.57 12.23 -0.47
C 2.54 19.47 13.27 0.79
C 1.46 19.64 14.39 -1.79
C 2.51 18.11 12.79 -0.13
C 3.02 16.89 13.41 -1.71
C 2.73 15.85 12.50 0.75
C 3.12 14.39 12.61 0.27
C 1.90 13.62 13.10 -1.46
C 3.81 13.69 11.40 -1.13
N 2.06 16.42 11.50 0.34
N 1.91 17.83 11.63 -0.01
B 1.78 16.04 10.09 0.02
N 0.55 16.89 9.62 0.12
N 0.86 17.90 8.62 0.08
C 0.11 18.94 8.94 -0.65
C -0.79 18.68 10.03 -0.59
C -0.56 17.32 10.35 -0.26
C -1.34 16.38 11.21 1.38
C -1.73 15.05 10.54 -1.39
C -2.66 17.14 11.63 -1.64
C 0.32 20.12 8.05 0.96
C 1.83 20.30 7.83 -0.72
C -0.27 21.33 8.78 -1.54
N 3.04 16.09 9.15 0.65
N 4.25 16.62 9.73 -0.61
C 5.02 17.00 8.80 -0.57
C 4.47 16.69 7.53 -0.62
C 3.24 16.04 7.81 -0.20
C 2.26 15.61 6.76 0.61
C 2.06 16.82 5.82 -1.03
C 0.91 15.05 7.35 -1.07
C 6.39 17.68 9.05 0.99
C 6.93 18.50 7.82 -1.45
C 6.23 18.58 10.34 -1.23
H 2.12 20.25 11.22 -0.35
H 3.51 20.88 12.04 0.16
H 1.84 21.38 12.50 0.20
H 3.45 19.62 13.89 0.36
H 0.47 19.48 14.00 0.34
H 1.49 20.70 14.68 0.42
H 1.63 18.88 15.13 0.48
H 3.57 16.77 14.34 0.35
H 3.88 14.38 13.43 0.53
H 2.21 12.73 13.60 0.49
H 1.30 13.36 12.19 0.18
H 1.32 14.24 13.77 0.32
H 3.05 13.05 10.88 0.24
H 4.66 13.08 11.73 0.39
H 4.13 14.35 10.59 0.14
H 1.47 14.85 10.02 -0.20
H -1.47 19.34 10.56 0.21
H -0.77 16.20 12.13 0.05
H -2.25 15.24 9.57 0.32
H -2.45 14.52 11.22 0.39
H -1.00 14.27 10.32 0.17
H -3.31 17.13 10.72 0.33
H -2.59 18.16 12.06 0.27
H -3.18 16.56 12.38 0.49
H -0.18 20.02 7.10 0.26
H 2.36 20.68 8.73 -0.08
H 1.93 21.06 7.04 0.49
H 2.32 19.35 7.47 0.03
H 0.15 21.44 9.81 0.21
H -1.37 21.35 8.71 0.34
H 0.05 22.23 8.19 0.42
H 4.83 16.88 6.53 0.39
H 2.76 14.78 6.17 0.47
H 1.57 17.61 6.35 -0.08
H 1.48 16.57 4.90 0.43
H 3.09 17.15 5.55 0.28
H 0.37 15.73 7.96 0.19
H 1.08 14.14 7.96 0.22
H 0.33 14.70 6.47 0.43
H 7.10 16.84 9.24 0.13
H 6.15 19.08 7.38 0.33
H 7.39 17.78 7.11 0.30
H 7.74 19.19 8.14 0.36
H 5.34 19.22 10.26 0.24
H 7.16 19.19 10.38 0.41
H 6.11 18.00 11.27 0.29
O 6.47 25.33 4.79 -0.48
C 6.25 24.93 6.04 0.32
O 5.17 25.14 6.62 -0.56
C 7.39 24.27 6.75 0.40
C 8.65 24.35 6.11 -0.58
C 9.72 23.65 6.65 -0.44
C 9.48 22.84 7.74 -0.48
C 8.20 22.85 8.31 0.54
N 7.16 23.58 7.87 0.15
C 8.03 22.06 9.57 0.12
O 9.09 21.43 9.86 -0.79
O 6.95 22.11 10.21 -0.72
H 5.58 25.76 4.54 0.37
H 8.71 25.01 5.24 0.36
H 10.73 23.71 6.19 0.37
H 10.18 22.02 8.04 0.35
C 0.79 25.46 14.97 -1.45
C 2.13 26.09 14.71 0.81
C 2.83 26.69 15.76 -0.69
C 4.03 27.29 15.51 -0.64
C 4.55 27.25 14.21 0.65
C 5.94 27.40 13.95 -0.25
Br 7.22 27.32 15.36 -0.30
C 6.50 27.38 12.67 -0.57
C 5.69 27.21 11.58 -0.05
Br 6.45 27.75 9.93 -0.22
C 4.34 26.72 11.80 0.52
O 3.68 26.33 10.80 -1.03
C 3.81 26.62 13.20 0.66
N 2.64 26.07 13.47 -0.55
H 0.32 25.26 13.98 0.31
H 0.18 26.21 15.49 0.42
H 0.90 24.55 15.65 0.26
H 2.37 26.71 16.75 0.35
H 4.66 27.73 16.29 0.38
H 7.61 27.49 12.53 0.25
O 2.13 24.11 11.55 -0.51
H 1.98 24.11 12.54 0.16
H 2.56 25.00 11.50 0.48
O 7.25 23.02 12.71 -0.65
H 7.04 22.88 11.75 0.42
H 6.64 22.34 13.05 0.29
O -1.01 28.53 10.52 -0.15
C -0.22 29.36 10.64 0.16
```

Output
Multiplicity ... 1
HOMO-LUMO gap ... 5.9 eV
Energy relative to the best compared isomer or geometry (same formula, charge and spin) ... 16.25 kcal/mol
Net charge ... -2
Molecular weight ... 1144.5 g mol⁻¹